one | The following is a quantum chemistry calculation of CH3FINS as an isolated structure, from the OMol25 dataset.

Properties
HOMO level (spin up / spin down) = -9.074 / -8.890 eV
M = 207.0 g mol⁻¹

The geometry in ORCA input format:
```
! wB97M-V def2-TZVPD RIJCOSX def2/J DEFGRID3
* xyz 0 1
C 0.091 -0.155 -0.074
N 0.784 -1.230 -0.682
F 2.315 -2.524 1.029
S 2.063 -1.959 -0.564
I 4.068 0.513 0.005
H 0.255 -0.125 1.004
H -0.975 -0.245 -0.280
H 0.457 0.776 -0.517
*
```

***

two | The following is a quantum chemistry calculation of a 2-piece molecular cluster, CH3FINS overall, from the OMol25 dataset.

Properties
SMILES = C=NSF.I
HOMO level = -9.154 eV
M = 207.0 g mol⁻¹

The geometry in ORCA input format:
```
! wB97M-V def2-TZVPD RIJCOSX def2/J DEFGRID3
* xyz 0 1
C 0.191 1.289 0.293
N 1.177 0.557 0.002
F 0.838 0.232 -2.593
S 1.848 -0.106 -1.256
I -2.124 -1.689 1.355
H -0.110 1.464 1.228
H -1.337 -3.219 1.437
H -0.483 1.472 -0.466
*
```

***

Preferred: two; penalty for the next structure: 1.3 kcal/mol.

***

one | The following is a quantum chemistry calculation of C6H14NO as an isolated structure, from the OMol25 dataset.

Properties
HOMO level = -2.733 eV
M = 116.2 g mol⁻¹

The geometry in ORCA input format:
```
! wB97M-V def2-TZVPD RIJCOSX def2/J DEFGRID3
* xyz -1 1
C -1.524 -0.361 -1.742
C -1.252 0.627 -0.621
C 1.979 1.000 0.137
C 2.446 -0.456 0.451
C 3.879 -0.893 0.063
N -0.601 0.281 0.452
C -2.337 -0.026 0.989
O -3.523 0.084 0.391
H -0.864 -0.046 -2.557
H -2.581 -0.264 -2.001
H -1.176 -1.305 -1.328
H -1.230 1.707 -0.860
H 2.231 1.241 -0.902
H 2.474 1.664 0.860
H 1.686 -1.001 -0.118
H 2.223 -0.636 1.506
H 4.553 -0.205 0.575
H 4.021 -1.904 0.446
H 4.038 -0.924 -1.013
H 0.679 0.705 0.148
H -2.334 0.641 1.859
H -2.161 -1.057 1.334
*
```

***

two | The following is a quantum chemistry calculation of an isolated ion of composition C6H14NO and charge -1, from the OMol25 dataset.

Properties
SMILES = CCCNCCC[O-]
HOMO level = -2.165 eV
M = 116.2 g mol⁻¹

The geometry in ORCA input format:
```
! wB97M-V def2-TZVPD RIJCOSX def2/J DEFGRID3
* xyz -1 1
C 0.100 0.708 -0.933
N -0.772 -0.382 -0.593
C -0.350 -1.182 0.565
C -1.521 -1.458 1.547
C -1.598 -0.251 2.591
O -2.730 -0.212 3.305
C 1.486 0.313 -1.422
C 2.087 1.440 -2.257
H -0.347 1.306 -1.735
H 0.256 1.490 -0.162
H -1.709 -0.018 -0.478
H -0.055 -2.151 0.161
H 0.514 -0.769 1.066
H -2.424 -1.415 0.942
H -1.195 -2.319 2.129
H -0.730 -0.431 3.276
H -1.407 0.635 1.919
H 2.136 0.106 -0.567
H 1.476 -0.599 -2.026
H 1.748 1.362 -3.288
H 3.183 1.422 -2.243
H 1.852 2.404 -1.797
*
```

***

Preferred: two; penalty for the next structure: 94.2 kcal/mol.

***

one | The following is a quantum chemistry calculation of one molecule with the formula C9H11PS2, from the OMol25 dataset.

Properties
HOMO level (spin up / spin down) = -8.119 / -8.120 eV
M = 214.3 g mol⁻¹

The geometry in ORCA input format:
```
! wB97M-V def2-TZVPD RIJCOSX def2/J DEFGRID3
* xyz 0 1
C 3.312 -0.611 0.965
C 3.313 0.618 0.304
C 2.104 -1.110 1.486
C 2.118 1.345 0.191
C 0.905 -0.417 1.352
C 0.970 0.793 0.726
C -1.782 -0.378 -0.714
C -1.406 1.191 -0.909
C -3.017 -0.522 0.189
P -0.530 1.800 0.597
S 0.007 3.638 0.387
S -2.603 -0.493 1.934
H 4.032 -1.335 1.110
H 4.172 1.131 -0.116
H 2.111 -2.179 1.942
H 2.193 2.347 -0.110
H -0.238 -0.551 1.705
H -2.110 -0.873 -1.800
H -0.945 -0.955 -0.368
H -0.593 1.323 -1.774
H -2.284 1.738 -1.151
H -3.862 0.177 -0.177
H -3.468 -1.551 -0.037
*
```

***

two | The following is a quantum chemistry calculation of one molecule with the formula C9H11PS2, from the OMol25 dataset.

Properties
SMILES = C[C@@H]1CSP(c2ccccc2)S1
HOMO level = -8.313 eV
M = 214.3 g mol⁻¹

The geometry in ORCA input format:
```
! wB97M-V def2-TZVPD RIJCOSX def2/J DEFGRID3
* xyz 0 1
C -2.033 -0.712 -3.717
C -1.389 0.253 -2.992
C -1.907 -2.044 -3.321
C -0.652 -0.102 -1.879
C -1.379 -2.407 -2.104
C -0.628 -1.424 -1.346
C 2.004 0.473 1.196
C 0.843 0.474 2.176
C 0.571 1.868 2.707
P 0.192 -1.801 0.293
S 2.036 -0.862 -0.065
S -0.669 0.007 1.280
H -2.621 -0.439 -4.605
H -1.295 1.232 -3.338
H -2.538 -2.802 -3.875
H -0.070 0.707 -1.470
H -1.481 -3.369 -1.656
H 2.045 1.413 0.532
H 3.078 0.266 1.577
H 1.047 -0.244 3.113
H 0.698 2.417 1.799
H 1.226 2.051 3.528
H -0.380 1.852 3.016
*
```

***

Preferred: two; penalty for the next structure: 59.8 kcal/mol.

***

one | The following is a quantum chemistry calculation of a 2-piece molecular cluster, C4H10NO2S overall, from the OMol25 dataset.

Properties
HOMO level = -2.890 eV
M = 136.2 g mol⁻¹

The geometry in ORCA input format:
```
! wB97M-V def2-TZVPD RIJCOSX def2/J DEFGRID3
* xyz -1 1
O 0.420 2.128 -1.999
C 0.604 1.229 -1.188
N 0.918 1.571 0.108
C 1.088 0.639 1.195
C -0.158 -0.261 1.471
S -1.759 0.557 1.468
C 0.681 -0.181 -1.610
H 0.566 2.475 0.352
H 1.904 -0.064 0.987
H 1.357 1.171 2.106
H 0.046 -1.186 0.923
H -0.132 -0.600 2.520
H -0.305 -0.646 -1.678
H 1.217 -0.832 -0.910
H 1.255 -0.355 -2.521
H -2.233 -1.358 0.071
H -3.192 -2.171 -0.763
O -2.279 -2.116 -0.529
*
```

***

two | The following is a quantum chemistry calculation of a 2-piece molecular cluster, C4H10NO2S overall, from the OMol25 dataset.

Properties
HOMO level = -2.587 eV
M = 136.2 g mol⁻¹

The geometry in ORCA input format:
```
! wB97M-V def2-TZVPD RIJCOSX def2/J DEFGRID3
* xyz -1 1
O -1.764 0.351 0.974
C -0.910 0.215 0.132
N 0.391 0.001 0.549
C 1.487 -0.219 -0.329
C 1.904 -1.630 -0.607
S 3.640 -1.645 -1.391
C -1.341 -0.093 -1.284
H 0.546 -0.367 1.425
H 1.367 0.291 -1.342
H 2.396 0.234 0.095
H 1.974 -2.342 0.218
H 1.423 -2.230 -1.552
H -0.441 -0.459 -1.907
H -1.913 0.718 -1.655
H -2.005 -1.020 -1.371
H -2.123 2.065 2.428
H -2.652 3.350 2.539
O -1.978 2.779 3.078
*
```

***

Preferred: one; penalty for the next structure: 31.3 kcal/mol.